{"formula": "C2H3N3OS", "method": "ωB97M-V/def2-TZVPD", "elements": ["S", "O", "N", "N", "N", "C", "C", "H", "H", "H"], "xyz": [[-2.646, -0.412, 0.024], [-0.483, 1.898, -0.081], [-0.210, -1.595, -0.085], [1.115, 0.191, -0.029], [-0.169, 0.616, 0.160], [1.052, -1.188, -0.019], [-1.000, -0.434, 0.018], [1.774, 0.768, 0.424], [1.949, -1.745, -0.043], [-1.382, 1.900, -0.368]], "smiles": "On1[nH]cnc1=S", "relative_energy_kcal_mol": 53.86, "orbital_gap_ev": 8.6055, "energy_ha": -715.6104, "fmax_ev_per_a": 3.39, "homo_ev": -8.318}